Record 1
A molecular structure, C23H41AuN2P3S in a non-equilibrium geometry. Source: the Open Molecules 2025 dataset; level of theory: ωB97M-V/def2-TZVPD.

The geometry in XYZ format:
```
71
Properties=species:S:1:pos:R:3:mulliken_charge:R:1
Au 0.156 -0.256 -0.165 1.367
P -1.823 -1.026 -1.558 0.729
P 0.546 -1.904 1.568 0.431
P 1.754 -1.003 -1.769 0.767
H -0.844 1.201 2.036 0.329
C -0.404 1.568 1.104 -0.791
C -1.208 1.730 -0.039 -0.705
H -2.287 1.623 0.032 0.441
C -3.526 -0.554 -1.139 -1.222
C -1.940 -2.844 -1.721 -1.233
C -1.721 -0.474 -3.299 -1.343
C 1.712 -1.320 2.828 -1.247
C -0.969 -2.266 2.479 -0.844
C 1.122 -3.545 1.029 -1.198
C 1.914 0.319 -2.996 -1.116
C 1.497 -2.510 -2.768 -1.383
C 3.363 -1.187 -0.957 -1.052
H 0.549 2.106 1.183 0.263
H -0.834 2.243 -0.930 0.305
H -3.540 0.407 -0.617 0.235
H -3.999 -1.329 -0.518 0.333
H -4.097 -0.448 -2.074 0.520
H -2.370 -3.251 -0.795 0.372
H -0.959 -3.305 -1.910 0.235
H -2.612 -3.091 -2.558 0.465
H -1.498 0.599 -3.337 0.301
H -2.707 -0.633 -3.761 0.532
H -0.971 -1.030 -3.877 0.331
H 1.857 -2.117 3.571 0.480
H 1.296 -0.425 3.309 0.383
H 2.671 -1.063 2.359 0.281
H -0.727 -2.617 3.498 0.556
H -1.537 -3.042 1.943 0.299
H -1.592 -1.357 2.518 0.139
H 1.257 -4.173 1.923 0.496
H 2.073 -3.483 0.480 0.322
H 0.359 -4.002 0.382 0.304
H 2.939 0.331 -3.397 0.501
H 1.689 1.284 -2.525 0.177
H 1.199 0.148 -3.813 0.357
H 2.336 -2.635 -3.471 0.500
H 0.571 -2.451 -3.358 0.322
H 1.446 -3.401 -2.127 0.349
H 4.146 -0.709 -1.563 0.491
H 3.587 -2.257 -0.860 0.396
H 3.370 -0.719 0.040 0.061
C 4.089 3.612 -0.321 0.904
C 5.398 3.351 0.140 -0.438
C 6.415 4.287 -0.072 -0.544
C 6.157 5.473 -0.769 -0.386
C 4.893 5.665 -1.339 -0.532
C 3.859 4.737 -1.140 -0.374
S 2.814 2.512 0.194 0.028
H 1.790 2.920 -0.633 0.166
H 5.559 2.415 0.684 0.382
H 7.407 4.081 0.321 0.417
H 6.926 6.241 -0.836 0.444
H 4.717 6.568 -1.921 0.415
H 2.868 4.869 -1.576 0.378
N -8.694 0.005 3.534 -0.362
C -7.564 -0.094 3.251 -0.256
C -6.170 -0.216 2.905 0.591
C -5.285 0.858 3.029 -0.645
C -3.929 0.655 2.722 -0.245
N -3.462 -0.549 2.392 -0.040
C -4.310 -1.570 2.224 -0.286
C -5.679 -1.445 2.473 -0.612
H -5.621 1.847 3.329 0.490
H -3.208 1.482 2.772 0.387
H -3.881 -2.534 1.936 0.392
H -6.334 -2.302 2.320 0.490
```

Multiplicity   3
ΔE to the lowest compared entry with this formula, charge and spin   1.74 kcal per mole
Kohn-Sham gap (spin up / spin down)   8.304 / 4.201 eV
<S²>   2.025
LUMO (spin up / spin down)   -8.1 / -12.2 eV
Total charge   +3
Molecular weight   667.55 g/mol

Record 2
A molecular structure, C25H28As2ClMoN3O6. Source: the Open Molecules 2025 dataset; level of theory: ωB97M-V/def2-TZVPD.

The geometry in XYZ format:
```
66
Properties=species:S:1:pos:R:3:mulliken_charge:R:1
Mo -0.581 -0.125 0.114 0.273
C 0.186 3.677 -2.826 -0.754
O 0.881 3.988 -1.610 -0.571
C 1.900 3.115 -1.335 -0.480
C 3.201 3.559 -1.399 -0.162
C 4.278 2.702 -1.148 -0.868
C 4.025 1.382 -0.874 -0.948
C 2.704 0.911 -0.782 0.587
C 2.481 -0.491 -0.591 -0.977
N 1.345 -1.049 -0.361 1.066
N 1.422 -2.437 -0.231 -1.191
C 0.251 -2.900 0.048 0.651
O -0.786 -2.129 0.156 -0.698
C 0.047 -4.348 0.266 0.331
C 1.096 -5.250 0.102 -0.341
C 0.883 -6.600 0.320 -0.653
C -0.374 -7.055 0.700 -0.387
C -1.418 -6.157 0.863 -0.677
C -1.212 -4.803 0.645 -0.375
C 1.617 1.781 -0.958 1.144
O 0.369 1.390 -0.832 0.064
H -0.553 4.461 -2.969 0.269
H -0.314 2.711 -2.754 0.164
H 0.885 3.678 -3.665 0.383
H 3.363 4.597 -1.663 0.501
H 5.292 3.072 -1.206 0.422
H 4.840 0.681 -0.731 0.422
H 3.337 -1.159 -0.650 0.362
H 2.067 -4.881 -0.197 0.430
H 1.697 -7.302 0.190 0.398
H -0.538 -8.112 0.868 0.381
H -2.398 -6.511 1.156 0.406
H -2.015 -4.088 0.763 0.460
C -2.449 2.524 2.821 -1.238
As -1.279 2.331 1.281 1.275
C -1.876 3.794 0.179 -1.281
C 0.416 2.927 2.022 -0.013
C 0.856 4.244 2.005 -0.363
C 2.099 4.573 2.529 -0.709
C 2.903 3.588 3.081 -0.732
C 2.472 2.269 3.100 -0.475
C 1.235 1.935 2.564 -0.140
As 0.640 0.091 2.406 1.468
C 2.264 -0.912 2.733 -1.542
C -0.369 -0.306 4.012 -1.296
H -2.664 3.580 2.981 0.401
H -1.958 2.126 3.706 0.343
H -3.369 1.973 2.637 0.445
H -2.022 4.683 0.792 0.490
H -2.818 3.501 -0.280 0.454
H -1.131 3.977 -0.586 0.106
H 0.241 5.017 1.561 0.389
H 2.444 5.598 2.500 0.420
H 3.874 3.843 3.485 0.420
H 3.117 1.505 3.517 0.412
H 3.064 -0.536 2.098 0.365
H 2.077 -1.957 2.485 0.425
H 2.549 -0.824 3.780 0.497
H 0.127 0.118 4.883 0.387
H -0.423 -1.391 4.101 0.453
H -1.382 0.073 3.906 0.375
Cl -2.661 -0.478 1.304 -0.352
O -2.534 0.447 -3.403 -0.672
N -2.170 0.486 -2.253 0.986
O -2.491 1.356 -1.448 -0.484
O -1.374 -0.453 -1.821 -0.450
```

Multiplicity   3
ΔE to the lowest compared entry with this formula, charge and spin   3.74 kcal per mole
Kohn-Sham gap (spin up / spin down)   7.515 / 7.373 eV
<S²>   2.020
LUMO (spin up / spin down)   -0.3 / -1.0 eV
Molecular weight   747.75 g/mol

Record 3
A molecular structure, O4V2 in a non-equilibrium geometry. Source: the Open Molecules 2025 dataset; level of theory: ωB97M-V/def2-TZVPD.

The geometry in XYZ format:
```
6
Properties=species:S:1:pos:R:3:mulliken_charge:R:1
O 2.479 1.269 0.994 -0.432
V 1.377 0.948 0.013 1.752
O 1.503 2.112 -1.092 -0.470
O -1.206 -0.247 -0.093 -0.850
V -2.354 -1.349 -0.202 1.635
O -1.798 -2.733 0.380 -0.636
```

Multiplicity   2
ΔE to the lowest compared entry with this formula, charge and spin   0.00 kcal per mole
Kohn-Sham gap (spin up / spin down)   6.540 / 8.029 eV
<S²>   0.764
LUMO (spin up / spin down)   -7.3 / -7.3 eV
Total charge   +1
Molecular weight   165.88 g/mol

Number 1 is which compound?
C23H41AuN2P3S